(1)
Below is C22H27N7O3Tl as an isolated structure, with properties calculated with ωB97M-V/def2-TZVPD.

Last column: Mulliken charge in e.
Geometry (Å):
C -1.0161 4.6935 3.0853  -0.9307
H -0.9223 5.4976 0.5048  0.3457
C 1.1751 -3.0160 -2.2395  0.8660
H 4.7182 -1.3903 2.4305  0.3845
H -4.5479 1.9308 0.7017  0.4884
H 4.4126 -0.7488 -0.1224  0.4393
H 3.5978 -2.2904 0.2005  0.3332
C -4.5049 1.7643 -0.3714  -0.2574
C 4.0703 -0.5157 2.4518  -1.1336
H -1.2285 3.8976 -0.2041  0.2936
H 1.5178 -0.5818 3.7503  0.4230
H 2.7196 -0.9802 -0.6058  0.2662
C -0.2438 1.9649 3.1850  -1.0611
H 0.6197 2.4939 3.5913  0.4312
C 0.0164 -2.2493 -1.7420  0.3080
C -1.4226 4.5407 0.6462  -1.0658
C 0.0384 -3.4961 0.2015  -0.4133
H 1.3272 -2.0248 -4.1222  0.4883
C -3.4796 0.6862 -2.1082  0.8461
C 3.4627 -1.2064 0.1510  -1.1365
N -1.4464 -0.5606 -1.8401  0.2846
C -5.3320 2.1196 -2.5725  -0.2559
H -0.3275 4.3446 3.8496  0.3535
O -0.6903 1.9044 0.8248  -0.6517
H 1.4558 -4.9454 0.4194  0.2361
C 2.8406 -3.5380 -3.8997  -0.7928
C -5.4118 2.3874 -1.2163  -0.7839
H 3.6533 -0.4437 3.4516  0.4312
C 2.8101 -4.7577 -1.8237  -0.8513
C 1.7538 -2.7927 -3.4895  -0.3004
H -4.2552 1.0152 -4.0800  0.3808
N 3.0333 -0.6704 1.4390  0.1205
H -1.0664 2.0921 3.8883  0.4408
H -6.1633 3.0578 -0.8170  0.3929
N -3.5598 0.9342 -0.7984  -0.0311
C 1.7234 -0.4021 1.6340  0.8622
H 2.0312 1.0206 3.2308  0.5841
C -2.4034 -0.2078 -2.5887  -0.5558
H -6.0234 2.5798 -3.2674  0.4279
C 3.3686 -4.5225 -3.0622  -0.4394
N 1.1181 -4.2064 -0.1711  0.1107
H 4.2213 -5.1088 -3.3839  0.4184
N -0.9169 3.9062 1.8598  0.0545
C -4.3521 1.2515 -3.0264  -0.8155
H 3.2804 -3.3640 -4.8734  0.4237
C 1.7128 -4.0013 -1.4202  0.0769
N -0.5238 -2.5698 -0.4943  -0.4134
H -2.4990 4.7169 0.7216  0.3638
H -0.7569 5.7245 2.8576  0.3042
H -0.3716 -3.7489 1.1766  0.3901
H 4.6842 0.3662 2.2628  0.3152
H 3.2142 -5.5229 -1.1686  0.4018
H -2.0298 4.6811 3.4944  0.3032
O 0.0139 0.5878 3.0895  -0.3405
O 0.8856 -0.6247 0.7678  -0.4359
Tl -1.8039 -0.6111 0.8794  0.9542
C 1.3598 0.1919 2.9977  -1.3352
C -0.6391 2.5819 1.8437  1.0251
N -0.4599 -1.3012 -2.4522  -0.9251
H -2.4385 -0.5333 -3.6271  0.3562

LUMO energy	-0.08889	hartree
energy relative to the best compared isomer or geometry (same formula, charge and spin)	2.1	kcal/mol
net charge	+1
frontier orbital gap	0.2962	Ha

(2)
Below is a 2-piece molecular cluster, C20H23Cl2N5O4 overall in a non-equilibrium geometry, with properties calculated with ωB97M-V/def2-TZVPD.

Last column: Mulliken charge in e.
Geometry (Å):
H -4.2503 3.3009 -1.0669  0.3486
H -1.5876 -3.3317 2.6571  0.3476
C 1.7817 -1.6336 3.5986  -0.6982
H -0.4497 1.5102 -1.5620  0.3058
C 1.5609 -1.9858 2.1449  0.3802
H 1.2521 3.3969 -3.2088  0.4585
N 0.1849 -2.4345 1.8736  0.1940
H -0.1071 -4.2953 2.8644  0.3269
C -1.2958 -3.7747 -1.0950  -0.4865
H -3.5748 3.4737 -2.6958  0.2087
N -1.0063 -3.5719 0.1957  -0.5690
C 0.4809 -1.8267 -0.4355  0.9445
H 3.2879 -2.8097 6.4232  0.4176
C 2.7009 -2.1584 5.7840  -0.6084
C -0.7138 -3.0195 -2.1125  -0.6302
C 1.4107 -0.8377 0.0356  -0.1833
C 1.1201 2.5881 -2.4885  -0.8549
H -0.4250 -2.8775 3.8852  0.3273
C -0.1315 -2.6160 0.5271  0.0476
C -3.3733 3.1097 -1.6868  -0.7814
C -1.3917 3.0564 -4.3466  0.6896
N 1.7927 -0.8126 1.3427  -0.0318
O -0.1398 4.1684 -0.5308  -0.7108
H -2.4077 4.6109 -0.5420  0.2634
Cl 2.2991 -0.6440 8.0200  -0.1975
H 1.6779 2.8268 -1.5820  0.3413
H 1.8674 0.8293 -2.2472  0.5716
H -1.1681 1.8659 -6.0998  0.3532
H -1.1988 1.1787 -3.6834  0.2615
N -1.0992 2.1433 -3.4203  0.0267
H 2.6152 -0.2535 1.5354  0.3263
O 1.8995 -0.0011 -0.7077  -0.7952
C 2.1060 -1.0175 6.3267  0.2729
H -3.1929 2.0343 -1.7116  0.2613
C 2.5457 -2.4751 4.4307  0.5687
C -0.9124 3.5362 -1.2426  0.2605
H 0.6679 -1.4116 -2.5581  0.5350
C -0.5154 -3.2796 2.8726  -0.9638
H 0.8847 0.7063 5.9256  0.4099
C 0.1933 -2.0180 -1.7871  -0.2931
C 1.1831 -0.4869 4.1523  -0.5028
H -2.8423 1.9845 -5.4915  0.3319
H -0.9721 -3.2224 -3.1459  0.4019
O -1.2613 4.2607 -4.1818  -0.6305
C -1.9144 2.5262 -5.6609  -1.3237
O 1.6240 1.3754 -3.0210  -0.6378
H -2.0934 3.3654 -6.3321  0.3506
H 2.2630 -2.7722 1.8446  0.4200
Cl 3.2978 -3.9343 3.8237  -0.2130
N -2.2187 3.8146 -1.1306  -0.1270
C -0.3723 2.4135 -2.1651  0.1700
H 0.5736 0.1611 3.5266  0.3853
H -2.0047 -4.5546 -1.3559  0.3919
C 1.3494 -0.1807 5.5053  -0.6616

LUMO energy	-0.00850	hartree
net charge	0
frontier orbital gap	0.3198	Ha

(3)
Below is one molecule with the formula C7H7Cl2IN3P in a non-equilibrium geometry, with properties calculated with ωB97M-V/def2-TZVPD.

Last column: Mulliken charge in e.
Geometry (Å):
C 0.1944 0.5297 -0.5017  0.4027
H 2.3181 -1.8686 -1.9005  0.0767
N 0.9000 1.6132 -0.5769  -0.4266
N 0.6282 -0.6558 -0.9921  0.0516
H 0.4533 -1.6824 1.4219  0.2951
C -0.7924 2.8586 0.4364  -0.5475
P 2.3021 -0.5127 -1.4326  -0.0898
Cl 1.5114 4.0091 0.2035  -0.2140
C -1.1135 0.4737 0.0937  0.0378
C 0.1037 -2.4337 0.7252  -1.2172
H -2.4276 -1.0005 -0.3249  0.2349
Cl -3.2549 1.8267 1.0206  -0.2251
C -1.5831 1.6944 0.5850  0.4069
H 0.9545 -3.0335 0.3825  0.3247
H -0.7139 -2.3492 -1.2350  0.3157
I 3.5149 -0.5129 0.6641  -0.0377
H -0.6383 -3.0211 1.2267  0.3795
N -1.5026 -0.8367 -0.0377  -0.2827
C -0.3691 -1.6333 -0.5114  -0.0255
C 0.4486 2.6623 0.0301  0.0964
H -0.9339 3.8727 0.7231  0.4439

LUMO energy	-0.00017	hartree
energy relative to the best compared isomer or geometry (same formula, charge and spin)	0.0	kcal/mol
net charge	0
frontier orbital gap	0.2899	Ha

(4)
Below is a 2-piece molecular cluster, CH4N2O2S overall in a non-equilibrium geometry, with properties calculated with ωB97M-V/def2-TZVPD.

Last column: Mulliken charge in e.
Geometry (Å):
H -0.6211 2.5435 -0.6692  0.2563
S 0.0777 -1.2256 -1.5456  -0.2389
H 1.4267 -1.7446 -1.5081  0.1829
C -0.2855 1.1396 0.7278  0.6287
N -0.2734 1.6540 -0.4854  -0.2723
O -0.3048 1.3474 1.8967  -0.4047
O 0.5655 -1.7904 0.8913  -0.3962
H -0.4070 0.8391 -1.1382  0.1871
H 0.1198 -1.7152 1.7797  0.3307
N -0.2978 -1.0479 0.0510  -0.2735

LUMO energy (spin up / spin down)	0.00785 / 0.01131	hartree
energy relative to the best compared isomer or geometry (same formula, charge and spin)	95.1	kcal/mol
net charge	0
frontier orbital gap (spin up / spin down)	0.2709 / 0.2834	Ha

(5)
Below is C22H15N6O9Zn as an isolated structure in a non-equilibrium geometry, with properties calculated with ωB97M-V/def2-TZVPD.

Last column: Mulliken charge in e.
Geometry (Å):
H 1.9886 -2.5089 0.5566  0.0888
N 0.9241 1.1183 0.1994  -0.2229
C -0.2982 1.7359 -0.2257  3.6646
C 2.3879 -0.4237 0.8056  0.3634
Zn -0.6403 -1.3485 0.4806  -0.2986
H 0.6512 -6.0983 -0.1759  0.2230
C -1.2747 -3.7118 -0.0361  0.7294
N -0.3598 0.4209 -2.3508  0.8901
C -0.0598 3.1774 0.2103  -1.4510
O -0.4434 0.3504 -3.5705  -0.7738
C -0.2044 2.7845 -2.5443  -0.0487
O -0.3284 -0.6098 -1.6467  -0.4222
C 2.7314 -1.7716 0.8097  -0.1427
O 1.3849 -4.4505 1.9428  -0.6601
H -5.4744 0.2689 0.4393  0.3682
N -0.2501 -3.3616 0.7531  -0.2092
O 0.1677 4.4446 2.0701  -0.7662
C -0.1143 -5.7154 0.5024  -0.4288
C 4.9645 -1.1934 1.4687  -0.4004
O -2.0377 -2.8893 -0.5202  -0.5809
H -2.4951 3.0324 -0.8020  0.2772
H 3.0566 1.5832 1.1229  0.3763
C -4.4283 0.5447 0.4603  -0.7330
H 0.1897 5.2280 -0.2049  0.6496
H 5.3736 0.8991 1.6829  0.3735
O -1.7688 1.0805 1.6958  -0.6448
H -0.3097 -6.4816 1.2534  0.3154
O 0.6930 2.3621 2.1796  -0.5768
H -4.8469 2.4626 -0.4442  0.3987
N 0.0380 5.1850 -2.8588  1.0194
C -3.4896 -0.3631 0.7877  -0.2793
C 0.4488 -4.4498 1.1751  0.4641
C 4.6275 0.1531 1.4492  -0.7921
C -0.0987 4.0705 -2.0153  -1.1252
H -1.3537 -5.4398 -1.2986  0.2728
O 0.1760 6.2858 -2.3369  -0.6930
H -0.2068 2.6573 -3.6209  0.6403
H -3.7567 -1.3963 0.9571  0.3270
O 0.0186 5.0136 -4.0718  -0.6951
C 3.3468 0.5449 1.1211  -0.1031
N 0.2675 3.3354 1.5735  1.2168
C -0.2940 1.6671 -1.7489  -1.3908
C 4.0174 -2.1512 1.1417  -0.6042
C -0.0035 4.2446 -0.6144  -0.3254
C -4.0646 1.8210 -0.0632  -0.6432
C -1.6951 1.3479 0.3327  0.8017
H -2.2837 -5.5888 0.1915  0.2677
H 4.2709 -3.2004 1.1570  0.3998
N 1.0706 -0.0813 0.4922  -0.0702
C -1.3502 -5.2191 -0.2322  -0.5764
H 5.9682 -1.4898 1.7386  0.3685
C -2.7728 2.1601 -0.2315  -0.9496
C -2.0624 -0.0371 0.8629  1.1114

LUMO energy	0.05569	hartree
energy relative to the best compared isomer or geometry (same formula, charge and spin)	80.2	kcal/mol
net charge	-1
frontier orbital gap	0.2539	Ha